Computed, not measured: 10 unconnected molecules or ions with the total composition C28H52F3N5O22S2 at a distorted geometry, with ωB97M-V/def2-TZVPD.

Output
* maximum force: 7.94 eV Å⁻¹
* LUMO energy (alpha / beta): 1.73 / 1.71 eV
* spin multiplicity: 2
* E: -112192.6443 eV
* total charge: -1
* HOMO-LUMO gap (alpha / beta): 2.150 / 7.871 eV

Each line ends with the Mulliken charge.
Positions of all 112 atoms, in Å:
C -4.293 -2.679 -0.900  -0.8105
C -4.565 -1.269 -1.181  0.9237
O -5.172 -0.949 -2.185  -0.7493
N -4.374 -0.393 -0.164  0.4279
C -4.645 1.011 -0.207  -0.9988
H -5.280 -3.125 -0.776  0.4622
H -3.704 -2.633 0.016  0.0549
H -3.686 -3.093 -1.705  0.1514
H -4.167 -0.867 0.703  -0.3433
H -4.491 1.278 -1.252  0.3591
H -4.007 1.615 0.439  0.1236
H -5.707 1.210 -0.067  0.3525
C -3.890 -1.978 3.303  -0.5228
C -5.262 -1.416 3.566  0.6529
O -5.563 -0.347 2.980  -0.6061
N -6.141 -2.199 4.363  -0.1680
C -7.377 -1.664 4.980  -0.9133
H -4.032 -2.983 2.904  0.4211
H -3.281 -2.002 4.206  0.4527
H -3.348 -1.438 2.526  -0.5076
H -5.678 -3.020 4.726  0.2656
H -8.274 -1.973 4.443  0.2738
H -7.295 -0.601 5.207  0.2921
H -7.498 -2.105 5.969  0.3651
C 5.343 3.196 -2.504  -1.1078
C 3.840 3.302 -2.630  0.6733
O 3.245 2.372 -3.191  -0.5199
N 3.280 4.274 -1.965  -0.1892
C 1.860 4.463 -1.814  -0.7310
H 5.711 4.129 -2.932  0.3515
H 5.658 2.306 -3.048  0.2521
H 5.605 3.123 -1.448  0.3075
H 3.835 4.538 -1.163  0.2009
H 1.630 5.490 -1.531  0.3260
H 1.536 3.865 -0.962  0.1411
H 1.262 4.236 -2.697  0.3263
C 4.367 -4.897 -0.764  -1.3721
C 3.380 -3.715 -1.215  0.9454
O 3.806 -2.679 -1.625  -0.6211
N 2.085 -3.764 -1.081  0.2259
C 1.250 -4.953 -0.762  -1.0064
H 3.898 -5.616 -0.093  0.3105
H 5.381 -4.574 -0.526  0.2852
H 4.394 -5.349 -1.756  0.4503
H 1.726 -2.840 -1.277  -0.1827
H 0.676 -4.831 0.157  0.2585
H 1.755 -5.917 -0.704  0.4198
H 0.458 -4.904 -1.509  0.2594
C -2.015 1.498 3.826  -0.9269
C -1.502 2.652 2.987  0.6774
O -0.360 2.697 2.571  -0.5514
N -2.294 3.631 2.974  -0.1193
C -2.095 4.898 2.216  -1.0080
H -3.089 1.380 3.682  0.3003
H -1.554 1.256 4.783  0.3471
H -1.593 0.649 3.289  0.0628
H -3.225 3.556 3.358  0.2683
H -3.061 5.267 1.872  0.3761
H -1.417 4.914 1.363  0.2738
H -1.795 5.720 2.866  0.3474
C 3.192 3.913 3.153  -0.2281
C 3.715 2.520 3.334  0.2906
O 5.043 2.552 2.799  -0.2768
C 5.035 3.577 1.844  0.6182
O 5.984 3.895 1.065  -0.6074
O 3.883 4.277 1.953  -0.3291
F 2.832 1.751 2.631  -0.2075
H 3.339 4.659 3.934  0.2784
H 2.103 3.930 3.107  0.0544
H 3.580 2.202 4.368  0.3796
C 1.546 0.537 -5.221  -0.2951
C 1.047 -0.006 -3.903  0.5066
O 1.057 -1.373 -4.073  -0.1882
C 1.487 -1.592 -5.314  0.4693
O 1.669 -2.712 -5.862  -0.6940
O 1.585 -0.547 -6.058  -0.3005
F -0.209 0.262 -3.777  -0.2586
H 2.562 0.907 -5.083  0.2448
H 0.899 1.355 -5.538  0.3079
H 1.459 0.371 -2.967  0.0951
C -3.959 -2.159 -4.889  -0.0876
C -2.753 -1.316 -4.814  0.8752
O -3.143 -0.022 -5.172  -0.3022
C -4.218 -0.153 -5.913  0.5970
O -4.659 0.802 -6.583  -0.6389
O -4.722 -1.461 -5.865  -0.3716
F -1.819 -1.599 -5.670  -0.3449
H -4.450 -2.055 -3.922  0.0664
H -3.714 -3.186 -5.161  0.3437
H -2.262 -1.431 -3.847  -0.1194
C 0.445 0.416 0.552  -0.1476
C -0.525 1.165 -0.479  0.2737
O -1.380 0.070 -0.903  -0.1706
S -0.947 -1.442 -0.324  1.1570
O -0.800 -2.403 -1.419  -0.6355
O -1.488 -1.882 0.988  -0.9488
O 0.580 -0.912 -0.018  -0.2134
H -0.086 0.373 1.504  -0.2085
H 1.416 0.897 0.667  0.3037
H 0.000 1.638 -1.308  -0.0835
H -0.968 1.971 0.105  -0.2441
C 5.837 -0.731 3.618  -0.2806
C 6.233 -1.628 2.417  -0.4911
O 5.192 -2.531 2.479  -0.3738
S 3.715 -1.773 2.603  1.0569
O 2.702 -2.762 3.066  -0.5735
O 3.426 -0.994 1.332  -0.2534
O 4.444 -0.795 3.776  -0.3304
H 6.422 0.189 3.619  0.3036
H 6.216 -1.364 4.420  0.3334
H 7.207 -2.088 2.589  0.3420
H 5.993 -1.064 1.516  0.2973

Computed, not measured: 8 unconnected molecules or ions with the total composition C28H52O24 at a distorted geometry, with ωB97M-V/def2-TZVPD.

Output
* maximum force: 5.60 eV Å⁻¹
* LUMO energy: 0.13 eV
* SMILES: C[C@H]1COC(=O)O1.C[C@H]1COC(=O)O1.CCOC(=O)OC.CCOC(=O)OC.COC(=O)OC.COC(=O)OC.COC(=O)OC.COC(=O)OC
* E: -79015.5176 eV
* energy above the lowest of the compared OMol25 structures with the same formula, charge and spin: 2.761 eV
* total charge: 0
* HOMO-LUMO gap: 10.810 eV

Each line ends with the Mulliken charge.
Positions of all 104 atoms, in Å:
C -13.086 -6.200 -14.596  -1.2478
C -11.675 -6.073 -13.904  0.7064
C -10.728 -7.203 -14.238  -0.5003
O -9.656 -6.526 -14.902  -0.3568
C -9.889 -5.276 -15.007  0.4221
O -9.037 -4.480 -15.460  -0.5459
O -11.071 -4.961 -14.481  0.0271
H -13.573 -7.075 -14.165  0.5237
H -13.269 -6.236 -15.670  0.3315
H -13.721 -5.336 -14.402  0.0275
H -11.739 -5.910 -12.828  0.0319
H -11.214 -7.922 -14.897  0.2917
H -10.530 -7.856 -13.388  0.3654
C -13.343 -2.432 -15.327  0.1796
C -12.511 -1.816 -16.418  1.0255
C -11.875 -2.837 -17.343  0.3701
O -12.485 -2.408 -18.516  -0.4745
C -13.465 -1.411 -18.357  0.4423
O -14.258 -1.052 -19.153  -0.5963
O -13.466 -1.042 -17.061  -0.2776
H -12.631 -3.120 -14.871  -0.2026
H -14.222 -2.986 -15.655  -0.1974
H -13.647 -1.706 -14.573  -0.2091
H -11.744 -1.177 -15.980  -0.0625
H -12.034 -3.909 -17.232  -0.1091
H -10.806 -2.653 -17.241  -0.0146
C -16.658 -0.445 -13.557  -0.6529
C -17.704 -1.149 -14.406  -0.6975
O -17.122 -1.815 -15.485  -0.1833
C -17.706 -1.967 -16.665  0.5517
O -18.871 -1.633 -16.874  -0.6317
O -16.873 -2.704 -17.418  -0.0599
C -17.188 -2.960 -18.814  -0.5322
H -15.865 -1.153 -13.316  0.0095
H -17.071 -0.098 -12.609  0.4603
H -16.198 0.399 -14.070  0.2586
H -18.505 -0.473 -14.705  0.4519
H -18.236 -1.836 -13.749  0.2895
H -16.925 -4.000 -19.009  0.1160
H -16.611 -2.371 -19.527  0.1879
H -18.177 -2.632 -19.135  0.4332
C -6.236 -3.770 -17.146  -0.9619
C -5.938 -2.327 -17.256  -0.4257
O -6.860 -1.534 -16.508  -0.2195
C -6.775 -0.202 -16.447  0.5754
O -5.988 0.496 -17.074  -0.6037
O -7.860 0.248 -15.772  -0.4229
C -8.887 -0.622 -15.327  -0.0236
H -5.491 -4.308 -17.733  0.4535
H -7.267 -3.909 -17.472  0.1723
H -6.114 -4.060 -16.103  0.2458
H -5.871 -2.014 -18.298  0.3527
H -4.891 -2.183 -16.991  0.3274
H -9.534 -0.115 -14.611  0.1490
H -8.600 -1.519 -14.779  0.2481
H -9.368 -0.991 -16.233  0.0850
C -9.655 -0.758 -11.771  -0.8226
O -10.678 -1.586 -12.348  0.0207
C -11.524 -2.354 -11.572  0.3907
O -11.510 -2.569 -10.383  -0.6217
O -12.403 -2.891 -12.376  0.3715
C -13.481 -3.700 -11.769  -0.9106
H -9.100 -1.347 -11.041  0.3462
H -9.964 0.157 -11.266  0.2854
H -8.976 -0.434 -12.559  0.2541
H -12.955 -4.546 -11.327  0.3162
H -14.038 -4.058 -12.635  0.1159
H -14.077 -3.185 -11.016  0.4069
C -14.628 -5.543 -17.702  -0.1489
O -15.476 -6.655 -17.656  -0.2911
C -16.244 -7.123 -18.712  0.7114
O -16.397 -6.507 -19.779  -0.5986
O -16.883 -8.176 -18.275  -0.3319
C -17.703 -8.902 -19.288  -0.6499
H -13.662 -5.947 -18.006  0.5094
H -14.487 -5.037 -16.747  -0.4069
H -15.051 -4.739 -18.305  0.3100
H -17.723 -9.931 -18.928  0.2594
H -17.299 -8.829 -20.298  0.3245
H -18.745 -8.587 -19.334  0.2835
C -12.851 2.555 -18.626  -0.7346
O -12.208 1.602 -19.358  -0.2090
C -12.653 1.402 -20.608  0.7034
O -13.589 1.993 -21.131  -0.5924
O -11.892 0.394 -21.151  -0.3409
C -10.656 -0.101 -20.633  -0.2118
H -13.060 3.537 -19.051  0.4529
H -12.135 2.750 -17.827  0.2195
H -13.854 2.229 -18.349  0.2330
H -10.787 -0.512 -19.632  -0.0819
H -9.976 0.749 -20.589  0.3118
H -10.205 -0.873 -21.257  0.2318
C -14.349 0.100 -11.334  -0.7220
O -13.583 0.345 -12.467  0.1452
C -13.527 1.676 -12.909  0.4533
O -13.835 2.635 -12.189  -0.6359
O -13.219 1.686 -14.160  -0.0383
C -13.177 2.801 -14.930  -0.7536
H -14.061 0.542 -10.380  0.3097
H -14.421 -0.984 -11.247  0.1114
H -15.386 0.399 -11.490  0.2797
H -13.658 3.747 -14.679  0.3319
H -13.733 2.514 -15.823  0.1618
H -12.108 2.810 -15.140  0.3478

Computed, not measured: a molecular structure, C28H52OP2Ti at a distorted geometry, with ωB97M-V/def2-TZVPD.

Output
* maximum force: 1.85 eV Å⁻¹
* LUMO energy (alpha / beta): -2.18 / -2.37 eV
* spin multiplicity: 2
* E: -73617.1203 eV
* energy above the lowest of the compared OMol25 structures with the same formula, charge and spin: 0.000 eV
* total charge: +1
* HOMO-LUMO gap (alpha / beta): 8.175 / 8.646 eV

Each line ends with the Mulliken charge.
Positions of all 84 atoms, in Å:
Ti 0.029 -0.344 1.868  -0.5025
C -0.460 -2.482 2.637  0.8873
C 0.913 -2.596 2.217  0.7376
C 0.814 -0.994 3.914  0.5936
C -0.526 -1.502 3.704  0.1707
C 1.697 -1.695 3.010  0.7428
C -1.608 -3.300 2.160  -1.6313
H -1.386 -3.774 1.195  0.2993
H -2.517 -2.694 2.045  0.3331
H -1.842 -4.103 2.876  0.3455
C -1.734 -1.187 4.502  -1.1341
H -2.648 -1.429 3.948  0.2812
H -1.782 -0.126 4.770  0.1387
H -1.745 -1.770 5.437  0.3153
C 1.236 -0.021 4.955  -1.5080
H 1.295 -0.507 5.940  0.3311
H 0.529 0.815 5.038  0.0902
H 2.229 0.395 4.734  0.2940
C 3.185 -1.636 3.037  -1.4644
H 3.586 -2.275 3.841  0.3637
H 3.559 -0.620 3.221  0.3072
H 3.617 -1.999 2.096  0.3557
C 1.461 -3.590 1.256  -1.6822
H 1.847 -4.480 1.776  0.2623
H 2.296 -3.170 0.680  0.3877
H 0.699 -3.929 0.548  0.3972
C -1.827 0.427 -5.259  -0.2652
C -1.729 -0.906 -5.316  -0.5184
C -0.757 -1.710 -6.129  -0.5709
C 0.553 -0.994 -6.542  -0.9758
C 1.364 -0.447 -5.400  -0.1536
C 1.250 0.741 -4.797  -0.5623
C 0.307 1.852 -5.150  -0.3692
C -0.961 1.449 -5.941  -0.9751
H -1.251 -2.060 -7.053  0.3398
H 0.327 -0.239 -7.304  0.3317
H -0.495 -2.622 -5.573  0.3023
H -0.674 1.156 -6.957  0.3244
H -2.664 0.861 -4.695  0.3791
H -2.492 -1.507 -4.806  0.5250
H -1.566 2.364 -6.051  0.4305
H -0.003 2.366 -4.226  0.1921
H 1.975 0.996 -4.015  0.4682
H 0.845 2.611 -5.745  0.3956
H 1.176 -1.752 -7.045  0.4049
H 2.172 -1.116 -5.075  0.3573
P -0.843 -0.517 -0.494  1.5177
P 1.900 0.878 0.689  1.6631
C 0.054 0.758 -1.508  -0.6730
C 0.950 1.702 -0.679  -0.8428
H -0.713 1.333 -2.052  0.6625
H 0.647 0.235 -2.274  -0.1540
H 1.708 2.187 -1.313  0.6027
H 0.341 2.497 -0.221  0.2849
C 2.815 2.139 1.624  -1.2488
H 3.489 1.641 2.334  0.3138
H 2.147 2.782 2.206  0.1846
H 3.419 2.757 0.949  0.4568
C 3.226 0.016 -0.195  -1.5327
H 3.666 0.686 -0.945  0.4885
H 2.843 -0.882 -0.691  0.2793
H 4.003 -0.293 0.513  0.4046
C -2.570 0.035 -0.365  -1.3194
H -3.099 -0.612 0.348  0.3167
H -3.081 -0.021 -1.332  0.4817
H -2.639 1.057 0.028  0.1726
C -0.884 -2.073 -1.421  -1.0448
H 0.108 -2.544 -1.403  0.3269
H -1.191 -1.931 -2.466  0.1647
H -1.588 -2.763 -0.934  0.4157
C -2.245 2.270 4.159  -1.8296
C -1.494 2.367 2.833  1.7932
C -2.472 2.909 1.788  -1.8041
C -0.287 3.300 2.969  -1.4835
O -1.004 1.066 2.418  -0.7965
H -2.649 3.250 4.455  0.4708
H -1.596 1.954 4.989  0.3231
H -3.101 1.594 4.066  0.4078
H -2.813 3.919 2.054  0.4747
H -2.006 2.979 0.797  0.2739
H -3.359 2.267 1.738  0.4371
H 0.453 2.863 3.662  0.2304
H 0.168 3.463 1.979  0.2264
H -0.600 4.275 3.369  0.5827

Computed, not measured: 5 unconnected molecules or ions with the total composition C28H53BF8N5O9S3 at a distorted geometry, with ωB97M-V/def2-TZVPD.

Output
* maximum force: 1.89 eV Å⁻¹
* LUMO energy: -4.63 eV
* E: -110690.5227 eV
* total charge: +1
* HOMO-LUMO gap: 6.046 eV

Each line ends with the Mulliken charge.
Positions of all 107 atoms, in Å:
C 8.088 -1.494 0.139  -1.3498
C 6.883 -0.682 -0.295  0.1193
O 6.125 -1.427 -1.230  -0.3691
C 4.888 -0.831 -1.567  -0.7857
C 3.793 -1.887 -1.496  -0.5163
C 2.376 -1.283 -1.520  -0.8369
C 1.647 -1.659 -0.219  -0.4738
C 0.259 -1.024 -0.227  -1.5016
C -0.669 -1.234 0.995  1.0967
S 0.157 -2.285 2.308  -0.3545
N -1.962 -2.011 0.749  0.8278
C -2.125 -2.941 -0.373  -0.8599
C -2.586 -4.358 0.006  -1.2795
C -3.797 -4.824 -0.773  0.8462
F -4.306 -5.918 -0.208  -0.2716
F -4.759 -3.903 -0.867  -0.2089
F -3.442 -5.139 -2.025  -0.2696
C -2.822 -1.702 1.656  0.5482
S -4.462 -2.306 1.869  -0.0246
C -2.287 -0.619 2.576  -1.8296
C -1.237 0.032 1.650  0.0131
B -0.185 0.967 2.451  0.7336
O -0.721 2.077 3.010  -0.5450
O 1.128 0.658 2.646  -0.5772
S -1.906 1.084 0.323  0.9803
O -0.911 2.086 0.080  -0.6796
O -2.292 0.301 -0.821  -0.5931
C -3.452 2.000 0.883  0.6625
F -3.275 3.245 0.442  -0.2159
F -3.590 2.043 2.210  -0.2491
C -4.746 1.470 0.217  0.5310
F -4.846 0.150 0.367  -0.1413
F -4.748 1.761 -1.056  -0.1790
F -5.786 2.028 0.792  -0.2687
H 8.439 -1.164 1.114  0.3364
H 8.921 -1.397 -0.554  0.3123
H 7.805 -2.544 0.230  0.3934
H 7.230 0.266 -0.709  0.3416
H 6.290 -0.454 0.601  0.0530
H 4.665 0.029 -0.924  0.4337
H 4.960 -0.464 -2.599  0.2808
H 3.951 -2.580 -2.322  0.3879
H 3.974 -2.453 -0.580  0.2054
H 2.434 -0.199 -1.634  0.4693
H 1.833 -1.744 -2.348  0.3534
H 1.609 -2.748 -0.204  0.2499
H 2.277 -1.300 0.596  -0.0159
H -0.238 -1.332 -1.146  0.7225
H 0.398 0.054 -0.326  0.5130
H 0.257 -3.442 1.643  0.2503
H -1.204 -2.992 -0.940  0.5296
H -2.856 -2.481 -1.041  0.4434
H -1.788 -5.058 -0.239  0.4555
H -2.752 -4.466 1.075  0.4535
H -4.172 -3.224 2.805  0.2886
H -3.169 -0.035 2.835  0.4479
H -1.910 -0.979 3.531  0.5731
H -0.038 2.562 3.493  0.3000
H 1.547 0.179 1.920  0.2699
C -9.313 3.985 -3.119  0.0390
O -9.030 3.986 -4.300  -0.5592
N -8.430 3.722 -2.131  0.1729
C -8.801 3.725 -0.732  -0.8052
C -7.062 3.429 -2.514  -0.6959
H -10.331 4.199 -2.751  0.2638
H -8.220 4.471 -0.185  0.2971
H -8.620 2.744 -0.287  0.2493
H -9.858 3.964 -0.631  0.3100
H -6.647 4.275 -3.065  0.3720
H -7.042 2.555 -3.166  0.2525
H -6.462 3.242 -1.632  0.0422
C 3.394 -3.097 3.038  0.6662
O 3.671 -3.011 1.852  -0.6301
N 4.250 -3.452 4.003  0.0952
C 3.859 -3.536 5.397  -0.9123
C 5.625 -3.762 3.629  -0.8917
H 2.371 -2.875 3.396  -0.2260
H 4.456 -2.849 5.998  0.3475
H 4.009 -4.550 5.770  0.3446
H 2.808 -3.275 5.504  0.2554
H 6.087 -2.900 3.149  0.2525
H 5.643 -4.591 2.922  0.2834
H 6.189 -4.030 4.518  0.3872
C -3.437 1.890 -6.988  0.0838
O -2.571 1.094 -7.295  -0.5771
N -3.997 1.966 -5.762  0.1956
C -5.028 2.928 -5.426  -0.7650
C -3.539 1.040 -4.743  -0.8663
H -3.844 2.629 -7.699  0.2652
H -4.681 3.567 -4.609  0.2593
H -5.930 2.405 -5.108  0.3181
H -5.264 3.549 -6.286  0.2899
H -2.469 1.167 -4.570  0.3540
H -3.708 0.012 -5.064  0.3358
H -4.081 1.226 -3.817  0.1345
C 7.272 1.876 1.895  0.2616
O 8.116 1.511 1.101  -0.6205
N 6.948 3.162 2.131  0.1073
C 5.933 3.540 3.091  -0.9417
C 7.651 4.199 1.391  -0.9354
H 6.686 1.163 2.505  0.1952
H 5.131 4.095 2.597  0.3475
H 6.364 4.170 3.872  0.3560
H 5.511 2.650 3.553  0.2918
H 7.497 4.066 0.320  0.2907
H 8.721 4.141 1.588  0.2902
H 7.278 5.174 1.693  0.3924

> Among the records above, which one has the highest maximum force?

C28H52F3N5O22S2

> Which of these has the highest maximum force?

C28H52F3N5O22S2